DFT (wB97M-V/def2-TZVPD) results for a molecular structure, C14H33KN3O3PS in a non-equilibrium geometry.

Structure (XYZ):
```
56
Properties=species:S:1:pos:R:3:forces:R:3:mulliken_charge:R:1
K -1.04587 1.12243 0.21466 -1.6 -1.5 -0.7 0.23
C 0.88363 3.51273 -0.55384 0.1 2.2 0.0 -0.63
O -0.28957 3.29003 0.21466 0.9 1.7 -0.2 -0.18
C -1.35067 4.16013 -0.17954 -0.2 -0.2 0.4 -0.52
C -2.58407 3.75863 0.61126 0.0 -0.6 -0.5 -0.53
O -2.93157 2.43183 0.21466 -1.1 1.6 0.2 -0.43
C -4.01117 1.92103 0.98286 -0.8 0.1 0.0 -1.02
H 1.23273 4.54263 -0.43124 -0.3 0.3 -0.2 0.41
H 0.69513 3.30193 -1.61094 0.1 0.0 -0.1 0.36
H 1.66343 2.83453 -0.19704 -0.8 2.3 -0.7 0.05
H -1.53507 4.04433 -1.25364 0.0 0.1 0.0 0.36
H -1.07637 5.19703 0.04096 0.0 0.0 -0.1 0.31
H -3.41547 4.43683 0.39266 0.1 0.1 0.1 0.41
H -2.36617 3.77113 1.68526 0.0 0.2 0.0 0.32
H -4.89887 2.54933 0.86206 0.0 0.4 0.1 0.32
H -3.73407 1.85923 2.03966 0.0 0.0 0.1 0.31
H -4.24377 0.91473 0.62426 0.4 0.2 0.1 0.47
C 0.18093 -4.18637 -1.41004 -0.3 0.2 0.2 -0.94
N -0.83107 -3.21267 -1.77404 -0.3 -0.7 -2.9 0.00
C -2.09417 -3.52757 -1.13354 -0.1 0.0 0.3 -0.94
N -1.92807 -3.56827 0.30716 -1.9 -1.6 0.9 0.04
C -0.91847 -4.54277 0.67586 -0.3 0.1 -0.3 -0.84
N 0.34203 -4.22557 0.03126 1.7 -2.3 0.3 0.08
C 0.97363 -3.03647 0.56746 -0.4 -0.4 -0.4 -0.86
P -0.14067 -1.66337 0.21466 -0.6 1.4 0.9 1.17
C -0.40837 -1.84307 -1.55954 -0.3 -1.0 0.0 -0.74
C -1.70077 -2.26197 0.89246 0.2 -1.8 -0.2 -0.50
H 1.13513 -3.97457 -1.91124 -0.1 0.3 0.2 0.35
H -0.10567 -5.17997 -1.78134 -0.2 0.2 0.2 0.25
H -2.46497 -4.49667 -1.49454 0.4 0.0 0.1 0.24
H -2.87627 -2.81287 -1.42364 0.4 0.2 0.3 0.42
H -1.24577 -5.54947 0.38176 0.1 0.2 -0.3 0.29
H -0.80337 -4.60297 1.76656 0.1 0.4 -0.2 0.35
H 1.95823 -2.88297 0.11146 0.0 0.0 -0.1 0.27
H 1.15073 -3.14477 1.64336 -0.2 0.1 -0.1 0.36
H 0.50313 -1.62647 -2.12794 0.0 -0.3 0.0 0.39
H -1.16777 -1.14257 -1.92484 -0.1 -0.1 0.2 0.33
H -2.52857 -1.58367 0.65686 0.3 0.2 -0.2 0.31
H -1.66507 -2.32927 1.98566 0.2 -0.1 0.0 0.24
C 2.88483 2.16543 2.50516 -0.3 0.2 0.3 -1.20
C 3.24903 1.37163 1.26516 0.3 0.3 -0.1 -0.53
S 1.78183 1.12243 0.21466 2.0 -3.5 1.3 0.74
O 0.84913 0.21323 0.95986 3.4 1.5 2.1 -0.85
C 2.59903 0.12023 -1.06664 0.1 -0.6 -0.1 0.27
C 3.36763 0.98293 -2.04734 0.2 0.3 -0.1 -1.36
H 3.77123 2.32243 3.12776 -0.1 0.0 -0.1 0.42
H 2.13633 1.64123 3.10896 0.1 0.1 -0.2 0.26
H 2.47663 3.14713 2.24226 0.1 -0.1 0.1 0.26
H 3.64963 0.39323 1.54696 -0.2 0.0 -0.3 0.45
H 4.00443 1.91283 0.68976 0.0 -0.1 -0.1 0.37
H 1.80763 -0.41627 -1.59994 0.1 0.2 0.3 -0.30
H 3.24723 -0.62247 -0.59234 -0.1 0.0 0.0 0.42
H 2.71703 1.73103 -2.51284 0.1 -0.1 0.0 0.28
H 3.79083 0.36173 -2.84314 -0.1 0.1 0.1 0.41
H 4.19393 1.51223 -1.56374 0.0 0.0 -0.1 0.34
H -2.88317 -0.21297 0.21466 -0.7 0.1 -0.6 -0.50
```
Forces are in eV/Å.

HOMO level = -0.182 Ha
Electronic energy = -2282.3279 a.u.